Entry 1:
{"formula": "C21H43CeN2OP3", "method": "the ωB97M-V functional and the def2-TZVPD basis", "gap_ev": [4.514, 4.529], "total_charge": 4, "homo_energy_ev": [-19.93, -19.92], "symbols": ["Ce", "P", "P", "P", "H", "C", "C", "H", "C", "C", "C", "C", "C", "C", "C", "C", "C", "H", "H", "H", "H", "H", "H", "H", "H", "H", "H", "H", "H", "H", "H", "H", "H", "H", "H", "H", "H", "H", "H", "H", "H", "H", "H", "H", "H", "H", "C", "C", "C", "C", "C", "C", "O", "H", "H", "H", "H", "H", "H", "C", "C", "N", "C", "C", "N", "H", "H", "H", "H", "H", "H"], "positions_angstrom": [[0.548, 0.034, -0.070], [-0.437, 1.294, 2.397], [1.789, -2.366, 0.729], [-2.178, -0.930, 0.268], [-0.991, 3.929, -2.726], [-1.918, 3.858, -2.145], [-1.988, 4.270, -0.866], [-1.105, 4.645, -0.338], [0.510, 2.726, 3.036], [-0.148, 0.075, 3.750], [-2.121, 1.874, 2.804], [2.186, -3.221, -0.845], [3.400, -2.482, 1.580], [0.820, -3.639, 1.622], [-3.458, 0.338, -0.081], [-2.867, -1.674, 1.796], [-2.613, -2.221, -0.958], [-2.795, 3.464, -2.671], [-2.924, 4.240, -0.300], [0.670, 3.455, 2.232], [1.489, 2.419, 3.427], [-0.064, 3.208, 3.839], [0.929, -0.093, 3.884], [-0.621, -0.889, 3.515], [-0.572, 0.470, 4.684], [-2.453, 2.592, 2.044], [-2.092, 2.378, 3.779], [-2.844, 1.054, 2.851], [2.850, -4.070, -0.634], [2.698, -2.531, -1.530], [1.274, -3.578, -1.341], [3.864, -3.455, 1.366], [3.261, -2.376, 2.664], [4.064, -1.679, 1.233], [1.351, -4.603, 1.606], [-0.170, -3.758, 1.157], [0.680, -3.318, 2.665], [-4.266, -0.122, -0.664], [-3.033, 1.174, -0.653], [-3.871, 0.736, 0.853], [-3.808, -2.186, 1.548], [-3.068, -0.910, 2.556], [-2.160, -2.403, 2.214], [-3.661, -2.522, -0.810], [-1.963, -3.097, -0.823], [-2.478, -1.847, -1.982], [-0.007, -0.788, -3.447], [0.681, -1.914, -3.870], [0.026, -2.785, -4.754], [-1.270, -2.483, -5.186], [-1.917, -1.308, -4.778], [-1.275, -0.422, -3.909], [0.553, -0.038, -2.370], [0.064, 0.831, -2.308], [1.691, -2.109, -3.501], [0.539, -3.683, -5.110], [-1.786, -3.171, -5.854], [-2.918, -1.067, -5.142], [-1.744, 0.503, -3.557], [3.506, 1.185, 1.899], [3.086, 2.107, 0.816], [2.077, 1.956, -0.063], [2.068, 3.122, -0.863], [3.086, 3.932, -0.462], [3.717, 3.269, 0.589], [4.350, 0.561, 1.566], [3.823, 1.772, 2.775], [2.681, 0.518, 2.203], [1.329, 3.258, -1.638], [3.406, 4.894, -0.820], [4.519, 3.595, 1.126]], "forces_ev_per_angstrom": [[1.0, 0.9, 0.4], [-0.4, 0.4, 2.0], [1.0, -2.4, 0.3], [-2.3, -0.4, 0.2], [-0.3, 0.1, 0.2], [0.0, -0.3, 0.5], [0.2, -0.6, -0.2], [-0.3, 0.1, -0.3], [0.6, 0.3, -0.6], [0.2, -0.5, -0.6], [-0.5, -0.1, -0.8], [-0.3, 0.6, -0.5], [0.2, 0.9, 0.3], [-0.7, 0.5, 0.2], [0.4, 0.6, -0.2], [0.8, -0.1, 0.5], [0.9, -0.2, -0.4], [0.3, 0.3, 0.2], [0.3, 0.1, -0.3], [0.0, 0.0, 0.2], [-0.3, 0.0, -0.1], [0.1, -0.2, -0.2], [-0.2, 0.0, 0.1], [0.0, 0.2, 0.2], [0.1, 0.0, -0.3], [0.0, 0.0, 0.2], [0.1, -0.2, -0.2], [0.2, 0.2, 0.0], [-0.2, 0.2, 0.0], [0.1, -0.3, 0.1], [0.2, 0.0, 0.1], [-0.3, 0.2, 0.0], [0.1, 0.0, -0.2], [0.0, -0.4, 0.1], [0.0, 0.3, -0.1], [0.3, -0.1, 0.2], [0.0, -0.2, -0.2], [0.2, 0.0, 0.1], [-0.3, -0.1, 0.0], [0.1, -0.1, -0.3], [0.2, 0.2, -0.1], [0.1, -0.3, -0.2], [-0.3, 0.0, 0.0], [0.3, 0.2, 0.1], [-0.3, 0.1, -0.1], [-0.1, -0.1, 0.2], [-1.0, -0.9, -0.9], [0.0, 0.0, 0.2], [0.0, 0.4, 0.0], [0.0, 0.0, 0.1], [0.2, 0.2, -0.1], [0.3, -0.4, 0.3], [-0.4, 1.8, 1.4], [0.5, -0.4, -1.4], [-0.3, 0.0, -0.3], [-0.2, 0.3, 0.1], [0.1, 0.2, 0.1], [0.4, -0.1, 0.0], [0.0, -0.2, -0.2], [0.1, -0.3, 0.0], [0.4, 0.6, -0.2], [-0.5, -0.4, 0.2], [0.3, -0.2, 0.4], [-0.2, -0.6, 0.1], [-0.8, -0.3, -0.3], [-0.2, 0.2, 0.2], [-0.1, -0.4, -0.2], [0.2, 0.1, 0.0], [0.2, 0.2, 0.0], [0.1, 0.1, 0.0], [-0.2, 0.1, -0.2]], "mulliken_charge": [0.301, 0.920, 1.054, 0.873, 0.382, -0.703, -0.528, 0.303, -1.155, -1.141, -1.212, -1.343, -1.232, -1.213, -1.136, -1.287, -1.178, 0.333, 0.324, 0.344, 0.330, 0.522, 0.395, 0.201, 0.454, 0.280, 0.578, 0.300, 0.553, 0.367, 0.407, 0.494, 0.406, 0.312, 0.468, 0.297, 0.416, 0.493, 0.129, 0.468, 0.478, 0.382, 0.326, 0.522, 0.418, 0.282, 1.061, -0.633, -0.736, -0.676, -0.502, -0.686, -0.320, 0.252, 0.694, 0.473, 0.466, 0.469, 0.523, -0.836, 0.346, 0.334, -0.355, -0.737, 0.015, 0.366, 0.488, -0.138, 0.467, 0.437, 0.246]}



Entry 2:
{"formula": "C21H43Cl12N5O5", "method": "the ωB97M-V functional and the def2-TZVPD basis", "s2": 0.75, "gap_ev": [2.911, 8.803], "multiplicity": 2, "total_charge": -1, "homo_energy_ev": [-1.13, -7.02], "symbols": ["Cl", "C", "C", "Cl", "H", "H", "H", "H", "Cl", "C", "C", "Cl", "H", "H", "H", "H", "C", "O", "N", "C", "C", "H", "H", "H", "H", "H", "H", "H", "C", "O", "N", "C", "C", "H", "H", "H", "H", "H", "H", "H", "C", "O", "N", "C", "C", "H", "H", "H", "H", "H", "H", "H", "C", "O", "N", "C", "C", "H", "H", "H", "H", "H", "H", "H", "C", "O", "N", "C", "C", "H", "H", "H", "H", "H", "H", "H", "C", "Cl", "Cl", "Cl", "Cl", "C", "Cl", "Cl", "Cl", "Cl"], "positions_angstrom": [[-1.229, 5.162, 2.310], [-1.578, 3.980, 3.543], [-0.492, 3.932, 4.581], [1.064, 3.671, 3.842], [-1.718, 3.034, 3.019], [-2.517, 4.210, 4.045], [-0.531, 3.229, 5.413], [-0.445, 4.918, 5.043], [-4.170, -5.247, -1.390], [-2.564, -5.729, -0.839], [-1.579, -4.551, -0.790], [-2.128, -3.535, 0.607], [-2.263, -6.527, -1.518], [-2.618, -6.210, 0.138], [-1.676, -3.935, -1.684], [-0.522, -4.786, -0.667], [3.785, -3.210, -0.343], [4.898, -3.732, -0.544], [3.224, -3.124, 0.883], [1.948, -2.395, 1.063], [3.846, -3.672, 2.050], [3.157, -2.834, -1.166], [1.325, -2.435, 0.170], [2.156, -1.346, 1.272], [1.379, -2.827, 1.887], [3.746, -2.972, 2.880], [3.316, -4.536, 2.453], [4.889, -3.977, 1.967], [0.127, 6.339, -1.031], [1.075, 6.654, -0.381], [0.056, 5.305, -1.955], [-1.151, 4.855, -2.609], [1.269, 4.431, -2.104], [-0.850, 6.845, -1.000], [-1.147, 4.895, -3.698], [-2.113, 5.296, -2.352], [-1.225, 3.870, -2.148], [1.719, 4.411, -3.097], [2.132, 4.677, -1.486], [1.266, 3.349, -1.972], [-7.625, -1.763, 0.210], [-8.465, -1.435, 1.045], [-6.446, -1.084, 0.005], [-5.425, -1.763, -0.722], [-6.027, -0.022, 0.942], [-7.731, -2.655, -0.427], [-5.810, -2.244, -1.621], [-4.726, -2.419, -0.205], [-4.774, -0.969, -1.087], [-5.905, 0.868, 0.324], [-6.738, 0.166, 1.747], [-5.100, -0.335, 1.422], [4.393, 2.366, -1.490], [3.233, 2.097, -1.839], [5.188, 1.592, -0.658], [6.580, 1.898, -0.305], [4.730, 0.341, -0.156], [4.940, 3.291, -1.727], [7.366, 1.409, -0.881], [6.746, 1.695, 0.753], [6.957, 2.920, -0.320], [5.165, -0.547, -0.615], [4.824, 0.303, 0.929], [3.654, 0.173, -0.201], [0.886, -0.274, -1.179], [0.987, -1.253, -1.943], [-0.243, 0.327, -0.828], [-0.058, 1.576, -0.026], [-1.625, -0.088, -1.127], [1.709, 0.362, -0.815], [-0.467, 2.430, -0.565], [0.960, 1.763, 0.316], [-0.646, 1.539, 0.892], [-2.019, 0.597, -1.877], [-1.737, -1.055, -1.617], [-2.367, -0.076, -0.328], [-1.385, -0.604, 3.815], [-1.613, 0.364, 5.262], [-0.983, -2.263, 4.243], [-2.798, -0.599, 2.662], [0.064, 0.033, 3.037], [1.703, -4.431, -3.896], [0.226, -3.419, -3.775], [3.099, -3.342, -4.070], [1.878, -5.428, -2.402], [1.569, -5.528, -5.292]], "forces_ev_per_angstrom": [[0.0, 0.8, -0.6], [-0.7, -1.4, 0.6], [0.2, 0.9, 0.7], [1.2, -0.3, -0.4], [0.2, -0.1, 0.2], [0.0, 0.2, -0.2], [-0.8, -0.3, -0.5], [0.0, 0.1, 0.0], [-0.3, 0.2, 0.1], [1.3, -0.6, -0.1], [-1.2, 0.3, 0.2], [0.6, 0.1, -0.3], [0.3, 0.3, -0.2], [-0.3, 0.3, 0.1], [0.0, -0.1, 0.1], [-0.3, -0.4, 0.2], [1.5, -1.2, 0.3], [-1.3, 0.8, 0.0], [-0.8, 0.4, -0.9], [0.5, -0.3, 0.0], [0.0, -0.2, 1.3], [0.0, 0.2, 0.2], [0.2, -0.2, -0.1], [-0.1, 0.1, 0.2], [0.1, 0.1, 0.0], [0.3, 0.4, -0.1], [-0.3, -0.4, -0.4], [-0.1, 0.4, -0.6], [-1.5, -1.2, -1.7], [1.0, 0.3, 0.7], [2.3, 0.3, 0.7], [-0.3, -0.9, 0.9], [0.7, -0.1, -0.6], [-0.1, 0.2, 0.2], [0.6, -0.4, 0.0], [0.4, 0.8, 0.6], [-0.6, -0.7, -1.1], [-0.4, 0.8, -0.6], [-0.6, 0.8, 0.4], [-1.5, -0.1, 0.6], [0.2, 1.1, 1.4], [0.5, -0.4, -1.0], [-1.7, -1.1, 1.3], [1.3, 0.9, -1.2], [-0.1, -0.4, -0.5], [0.0, 0.1, -0.1], [-0.2, -0.2, 0.2], [-0.5, -0.3, 0.6], [0.2, 0.1, -0.3], [0.3, 0.2, 0.4], [-0.3, -0.2, -0.4], [0.2, 0.2, -0.1], [-0.5, -1.0, 0.8], [2.2, 0.4, 0.6], [0.0, 1.1, -1.0], [0.5, 0.6, 0.5], [-1.2, -1.2, 1.0], [-0.3, 0.1, -0.4], [-0.4, -0.8, -0.2], [-0.2, -0.6, 0.0], [-1.1, 0.6, -0.6], [0.4, 0.1, 0.0], [0.8, -0.1, 0.1], [-0.1, 0.6, -0.8], [-0.1, -0.9, -2.1], [0.1, 1.0, 1.4], [-0.8, 1.0, 1.9], [-1.5, -0.3, 0.2], [-0.1, 0.3, -1.1], [0.4, -0.7, -0.2], [0.3, 0.1, -0.3], [0.0, -0.2, -0.5], [-0.1, -0.4, 0.0], [0.0, 0.3, -0.1], [0.8, -0.2, 0.3], [0.7, 0.1, 0.7], [1.6, -0.4, 0.6], [-0.6, 1.3, 2.1], [0.2, -1.9, 0.7], [-2.8, 0.2, -2.3], [1.7, 0.9, -1.2], [-0.3, 0.3, 0.3], [0.6, -0.7, -0.2], [-0.3, -0.5, 0.0], [0.0, 0.5, -0.6], [0.1, 0.3, 0.3]], "lowdin_spin": [0.000, 0.001, 0.002, 0.003, 0.001, 0.000, 0.004, 0.000, 0.000, 0.000, 0.000, 0.003, 0.000, 0.000, 0.000, 0.000, 0.000, 0.000, 0.000, 0.002, 0.001, 0.000, 0.000, 0.003, 0.001, 0.000, 0.000, 0.000, 0.000, 0.000, 0.000, 0.000, 0.000, 0.000, 0.000, 0.000, 0.000, 0.000, 0.000, 0.000, 0.001, 0.001, 0.001, 0.003, 0.019, 0.000, 0.000, 0.002, 0.001, 0.001, 0.000, 0.022, 0.000, 0.000, 0.000, 0.000, 0.001, 0.000, 0.000, 0.000, 0.000, 0.000, 0.001, 0.000, 0.000, 0.000, 0.000, 0.003, 0.002, 0.000, 0.000, 0.002, 0.000, 0.000, 0.000, 0.004, 0.214, 0.165, 0.119, 0.295, 0.119, 0.000, 0.000, 0.000, 0.000, 0.000]}



Entry 3:
{"formula": "C21H43HfN2P3S", "method": "the ωB97M-V functional and the def2-TZVPD basis", "gap_ev": [3.321, 3.260], "total_charge": 4, "homo_energy_ev": [-19.71, -19.67], "symbols": ["Hf", "P", "P", "P", "H", "C", "C", "H", "C", "C", "C", "C", "C", "C", "C", "C", "C", "H", "H", "H", "H", "H", "H", "H", "H", "H", "H", "H", "H", "H", "H", "H", "H", "H", "H", "H", "H", "H", "H", "H", "H", "H", "H", "H", "H", "H", "C", "C", "C", "C", "C", "C", "S", "H", "H", "H", "H", "H", "H", "C", "N", "C", "C", "N", "C", "H", "H", "H", "H", "H", "H"], "positions_angstrom": [[0.156, -0.265, -0.224], [2.043, 1.213, 0.967], [-1.409, 0.304, 1.903], [-1.120, 1.808, -1.361], [0.666, -5.406, -7.790], [0.863, -4.390, -8.159], [2.098, -3.891, -8.191], [2.959, -4.475, -7.835], [3.411, 0.206, 1.663], [1.749, 2.405, 2.334], [2.957, 2.266, -0.224], [-3.029, -0.538, 1.708], [-0.935, -0.298, 3.566], [-1.966, 1.995, 2.353], [-0.706, 2.016, -3.130], [-1.002, 3.536, -0.780], [-2.938, 1.554, -1.454], [0.000, -3.837, -8.555], [2.315, -2.899, -8.612], [3.588, -0.662, 1.015], [3.151, -0.159, 2.665], [4.330, 0.806, 1.725], [1.259, 1.912, 3.184], [1.111, 3.227, 1.987], [2.707, 2.824, 2.672], [3.430, 1.643, -0.995], [3.732, 2.841, 0.305], [2.267, 2.964, -0.719], [-3.673, -0.314, 2.572], [-2.863, -1.623, 1.652], [-3.522, -0.208, 0.785], [-1.662, 0.067, 4.304], [0.063, 0.063, 3.846], [-0.935, -1.394, 3.582], [-2.543, 1.922, 3.286], [-2.606, 2.430, 1.576], [-1.106, 2.654, 2.525], [-1.321, 2.814, -3.568], [-0.871, 1.082, -3.681], [0.356, 2.274, -3.231], [-1.763, 4.134, -1.294], [-0.011, 3.938, -1.015], [-1.162, 3.598, 0.300], [-3.337, 2.178, -2.265], [-3.435, 1.809, -0.511], [-3.130, 0.498, -1.675], [0.756, -1.556, -3.433], [-0.625, -1.819, -3.484], [-1.133, -2.792, -4.333], [-0.283, -3.490, -5.187], [1.088, -3.215, -5.157], [1.619, -2.280, -4.283], [1.467, -0.350, -2.409], [-1.198, -0.963, -1.092], [-1.313, -1.264, -2.846], [-2.205, -2.986, -4.330], [-0.675, -4.223, -5.887], [1.737, -3.707, -5.872], [2.687, -2.060, -4.245], [2.037, -4.411, 3.277], [1.519, -3.775, 2.072], [1.243, -4.401, 0.856], [0.786, -3.428, 0.016], [0.770, -2.208, 0.700], [1.236, -2.471, 1.942], [1.368, -5.211, 3.619], [3.029, -4.849, 3.097], [2.124, -3.660, 4.070], [1.405, -5.447, 0.692], [0.478, -3.482, -1.014], [1.388, -1.748, 2.732]], "forces_ev_per_angstrom": [[0.5, -1.3, 2.0], [1.9, 1.8, 0.9], [-1.9, 0.3, 1.4], [-1.1, 1.4, -0.7], [0.1, 0.4, -0.2], [-1.9, -0.6, 0.1], [1.7, 0.8, -0.1], [-0.4, 0.2, -0.3], [-0.2, -0.6, -0.1], [-0.5, 0.0, 0.0], [-0.2, 0.0, -0.4], [0.1, -0.2, -0.4], [0.6, -0.3, -0.1], [0.4, 0.3, -0.3], [0.3, -0.3, -0.1], [0.3, -0.1, 0.2], [0.2, -0.4, 0.1], [0.4, -0.2, 0.0], [-0.1, -0.5, 0.2], [0.2, 0.1, 0.2], [0.1, 0.1, -0.2], [-0.3, -0.1, 0.0], [0.2, 0.2, -0.2], [0.2, -0.1, 0.1], [-0.2, -0.2, -0.2], [0.0, 0.2, 0.2], [-0.2, -0.2, -0.2], [0.2, -0.1, 0.1], [0.3, 0.0, -0.2], [-0.2, 0.2, 0.0], [0.1, -0.1, 0.3], [0.1, -0.1, -0.3], [-0.2, -0.1, 0.1], [0.0, 0.2, 0.0], [0.1, 0.0, -0.3], [0.1, -0.1, 0.2], [-0.3, -0.1, 0.0], [0.2, -0.2, 0.1], [-0.1, 0.3, 0.1], [-0.2, 0.1, -0.1], [0.2, -0.1, 0.1], [-0.2, 0.0, 0.0], [0.0, 0.1, -0.2], [0.1, -0.1, 0.3], [0.1, 0.0, -0.3], [-0.1, 0.2, 0.0], [1.6, 1.7, 1.4], [-2.8, -1.1, -0.6], [-0.8, 1.3, 1.6], [-0.1, -0.4, -0.6], [2.0, 0.9, 0.6], [0.7, -0.8, -1.7], [-0.1, -1.6, -1.9], [-1.2, -0.4, -0.5], [0.3, -0.2, -0.3], [0.2, 0.1, -0.1], [0.0, 0.0, 0.1], [0.1, -0.3, 0.3], [-0.3, -0.2, -0.1], [0.4, -0.5, 0.8], [-0.4, 0.7, -0.9], [-0.1, 1.1, 0.1], [0.2, -0.1, 0.6], [0.2, 0.2, 0.1], [0.0, -0.9, -0.3], [0.1, 0.3, -0.2], [-0.3, 0.2, -0.1], [0.0, -0.2, -0.2], [0.0, -0.3, 0.1], [-0.1, -0.2, 0.1], [-0.1, -0.2, -0.1]], "mulliken_charge": [-0.087, 1.162, 1.009, 1.151, 0.376, -0.596, -0.348, 0.346, -1.406, -1.280, -1.249, -1.296, -1.347, -1.372, -1.337, -1.208, -1.295, 0.336, 0.308, 0.375, 0.382, 0.503, 0.333, 0.370, 0.523, 0.432, 0.483, 0.287, 0.457, 0.408, 0.302, 0.544, 0.325, 0.436, 0.565, 0.398, 0.293, 0.515, 0.289, 0.406, 0.478, 0.414, 0.260, 0.530, 0.386, 0.292, 1.305, 0.116, -0.885, -0.236, -0.489, -0.869, -0.157, 0.010, 0.103, 0.501, 0.528, 0.467, 0.518, -0.823, 0.062, -0.734, -0.270, -0.064, -0.267, 0.362, 0.370, 0.300, 0.473, 0.458, 0.373]}



Sequential electronic energy output: -68255.846; -190430.078; -65421.187 eV